No. 1
89
Properties=species:S:1:pos:R:3:forces:R:3 method="wB97M-V/def2-TZVPD" charge=0 lumo_ev=-0.53 multiplicity=1 orbital_gap_ev=8.50 homo_ev=-9.02
C -2.31516 3.54382 5.36408 -0.39 0.57 -0.54
C -2.62235 4.80063 4.43065 1.11 -0.53 0.07
C -1.21255 5.44904 4.04533 -1.01 -0.26 -1.05
C -0.85846 4.90349 2.58580 0.37 0.69 1.16
C 0.53680 5.42967 2.04612 -1.01 -0.28 -1.01
C 0.35029 5.87712 0.52294 1.14 -0.04 -0.09
C 0.69000 4.71998 -0.50962 0.55 -0.08 0.93
C -0.18234 3.42050 -0.33014 -0.65 1.07 -0.64
C -1.73176 3.63587 -0.57908 -0.02 -0.79 -0.19
C -2.53458 2.33014 -0.11479 0.34 0.85 0.94
C -3.82789 2.69740 0.72428 -0.43 -0.53 -1.26
C -4.64412 1.41085 1.18240 0.07 1.24 0.62
C -4.01194 0.69443 2.43474 -0.18 -0.45 -0.16
C -4.55609 -0.79744 2.64428 0.21 0.52 -1.43
C -4.10135 -1.59046 1.35866 0.38 -1.08 -0.39
C -5.04241 -1.86856 0.25389 2.62 -0.48 0.29
C -4.58489 -2.56621 -0.95895 1.17 0.90 2.55
C -3.18339 -2.95210 -1.00363 -0.07 0.21 0.53
C -2.23631 -2.71606 0.11223 -1.58 0.53 -0.53
C -2.68560 -2.02919 1.31276 -1.60 -0.57 -2.15
C -0.76980 -3.22885 -0.11814 -0.93 0.50 -0.78
O -0.15190 -3.80777 0.74442 -0.19 0.54 -0.42
C -0.22615 -2.96157 -1.56610 0.44 0.21 -1.50
C 1.15235 -2.50891 -1.82844 -2.03 -0.32 -1.19
C 2.20937 -2.29991 -0.67722 0.41 -0.08 -1.37
C 3.45688 -3.22855 -1.05772 -1.41 0.57 0.03
C 2.92881 -4.71539 -1.03045 -0.60 0.17 0.11
O 4.49857 -2.91989 -0.12644 0.00 -0.77 -0.50
C 5.65763 -3.73427 -0.27986 1.71 0.15 0.19
C 6.27099 -3.76353 -1.71371 0.34 -0.90 -2.26
C 7.00480 -2.65517 -2.33858 -0.57 -2.12 -1.04
C 7.49321 -2.80720 -3.72371 -1.00 -1.40 0.49
C 7.25550 -4.03694 -4.49825 -0.92 -0.19 2.46
C 6.54778 -5.17033 -3.86399 0.54 2.54 0.82
C 6.07322 -5.00333 -2.49893 0.76 1.03 -0.75
C 1.46950 -2.26297 -3.25372 -0.93 -0.51 0.91
C 0.54192 -2.47988 -4.35484 -0.13 -0.26 2.20
C -0.81642 -2.95814 -4.08145 1.89 0.45 1.50
C -1.17552 -3.18731 -2.68690 0.86 0.42 0.04
C -2.62049 -3.65479 -2.28925 0.49 0.97 0.63
O -3.26579 -4.45241 -2.92662 0.36 0.61 0.16
H -1.25159 3.22401 5.18709 -1.00 0.28 0.36
H -2.46387 3.88128 6.42545 0.27 -0.76 -0.90
H -2.95551 2.66101 5.09686 0.39 0.86 0.56
H -3.09199 4.45517 3.47328 0.27 0.31 0.84
H -3.32989 5.53555 4.89625 0.73 -0.73 -0.23
H -0.41191 5.15173 4.76824 -0.71 0.42 -0.48
H -1.32125 6.56599 4.00715 0.39 -0.93 0.03
H -0.89717 3.78106 2.62533 -0.04 0.95 -0.15
H -1.68679 5.28168 1.92343 0.86 -0.55 0.56
H 0.91459 6.26782 2.69031 -0.45 -0.64 -0.69
H 1.32416 4.62993 2.04086 -0.69 0.61 0.24
H 1.10626 6.69370 0.34629 -0.86 -0.61 -0.07
H -0.67146 6.27960 0.30371 0.85 -0.21 0.43
H 0.70651 5.12263 -1.55804 -0.33 -0.43 0.88
H 1.76122 4.42216 -0.28464 -1.04 0.28 -0.34
H -0.06600 3.05976 0.72317 0.17 0.00 -1.02
H 0.15637 2.67433 -1.10307 -0.19 0.39 1.11
H -2.15534 4.53423 -0.05779 0.56 -0.78 -0.36
H -1.88898 3.79413 -1.67916 0.07 -0.02 0.91
H -1.84072 1.77768 0.58488 -0.67 0.20 -0.89
H -2.78339 1.68505 -1.00187 0.16 0.50 0.98
H -3.60138 3.39567 1.57018 -0.01 -0.71 -0.61
H -4.50067 3.26032 0.00956 0.57 -0.40 0.82
H -5.66038 1.78894 1.50843 0.85 -0.64 -0.58
H -4.73774 0.76938 0.27087 -0.01 0.29 0.96
H -2.89521 0.63832 2.27329 -1.08 0.12 0.49
H -4.27083 1.29030 3.35915 0.56 -0.48 -0.97
H -5.68152 -0.76118 2.72490 1.14 -0.16 -0.14
H -4.14783 -1.26822 3.57636 -0.27 0.46 -0.89
H -6.08498 -1.50073 0.37901 0.91 -0.44 -0.27
H -5.31993 -2.73113 -1.77521 0.97 -0.08 0.56
H -1.96694 -1.82886 2.14468 -0.86 -0.22 -0.78
H 1.79556 -2.55708 0.32814 0.39 0.16 -0.98
H 2.55853 -1.22950 -0.68844 -0.37 -0.97 0.05
H 3.75748 -2.87208 -2.08835 0.01 -0.81 1.01
H 3.61750 -5.46308 -0.56921 -0.40 0.73 -0.52
H 2.63080 -5.05140 -2.05944 0.46 0.26 0.90
H 1.97971 -4.71782 -0.41763 1.05 -0.17 -0.53
H 6.44678 -3.29271 0.39951 -0.99 -0.28 -0.60
H 5.51865 -4.79073 0.09900 -0.12 1.03 -0.60
H 7.16511 -1.71915 -1.75012 -0.09 -0.90 -0.74
H 8.03616 -1.96700 -4.23032 -0.60 -0.89 0.70
H 7.59025 -4.16019 -5.55302 -0.19 0.37 1.04
H 6.35986 -6.10727 -4.44865 0.21 1.02 0.77
H 5.53333 -5.87281 -2.04063 0.54 1.06 -0.34
H 2.51517 -1.91308 -3.45568 -1.21 -0.29 -0.05
H 0.93543 -2.27305 -5.38376 -0.74 -0.28 1.08
H -1.50659 -3.10019 -4.94238 0.41 -0.04 1.08

---

No. 2
102
Properties=species:S:1:pos:R:3:forces:R:3 method="wB97M-V/def2-TZVPD" charge=0 lumo_ev=0.03 multiplicity=1 orbital_gap_ev=6.33 homo_ev=-6.30 relative_energy_ev=0.758
Pt 0.51442 -0.12105 0.09291 0.12 0.33 0.36
C 4.76202 -4.66183 -1.58614 -0.03 0.00 0.00
C 4.08525 -3.43210 -0.98156 0.04 0.01 -0.01
C 3.47718 -2.58943 -2.10077 0.03 0.00 0.02
C 5.13772 -2.65282 -0.18890 0.01 -0.03 0.00
N 2.97828 -3.88650 -0.08554 -0.13 0.08 0.00
C 2.52044 -5.19019 -0.01330 0.01 -0.05 0.04
C 1.41062 -5.18285 0.74697 -0.01 -0.03 -0.07
N 1.16698 -3.89025 1.13615 0.31 0.01 0.25
B -0.07301 -3.53740 1.98068 -0.08 0.10 -0.15
N 0.36293 -2.52656 3.11225 -0.09 0.12 0.11
C 1.10034 -3.04071 4.15240 -0.04 0.00 0.02
C 1.47720 -2.02583 4.95154 0.06 -0.05 0.03
N 0.97080 -0.86347 4.40090 -0.04 -0.03 -0.05
C 0.30103 -1.19209 3.26318 0.06 -0.08 -0.13
S -0.50074 -0.07081 2.21616 -0.08 -0.03 0.08
C 1.24748 0.50490 4.92730 0.01 0.04 -0.04
C -0.06701 1.22715 5.22770 0.01 -0.03 0.01
C 2.10277 1.26106 3.90778 -0.02 -0.03 0.01
C 2.03492 0.38879 6.23110 -0.01 0.00 0.00
N -1.27566 -3.04810 1.15750 0.00 -0.03 -0.01
C -2.42786 -2.66908 1.81394 -0.11 0.07 -0.02
C -3.37513 -2.41017 0.90010 0.02 -0.06 0.11
N -2.82701 -2.66894 -0.35012 0.05 0.01 -0.01
C -1.51836 -3.06737 -0.18997 0.01 0.02 -0.01
S -0.45276 -3.50650 -1.41667 0.04 0.06 -0.02
C -3.52721 -2.39348 -1.63367 0.03 -0.02 -0.01
C -2.93910 -1.11563 -2.22887 0.09 -0.03 -0.07
C -5.01684 -2.19589 -1.34466 0.01 0.07 0.00
C -3.40575 -3.55636 -2.62459 -0.06 -0.04 0.05
C 2.13476 -3.10200 0.63074 -0.19 0.04 -0.16
S 2.33040 -1.40437 0.92922 0.22 -0.12 -0.13
H 5.57875 -4.31606 -2.21812 0.00 0.00 0.00
H 4.08130 -5.23591 -2.21494 -0.01 0.00 0.00
H 5.18225 -5.31412 -0.81836 0.01 0.00 0.00
H 4.27255 -2.25510 -2.77085 0.00 -0.01 -0.01
H 2.96206 -1.71794 -1.70469 -0.01 0.01 -0.01
H 2.75343 -3.17551 -2.66938 0.00 0.00 -0.01
H 6.03657 -2.56053 -0.80043 0.00 0.02 0.00
H 5.40036 -3.18490 0.72760 0.02 -0.02 -0.01
H 4.78909 -1.65922 0.07357 -0.01 -0.01 0.01
H 3.01073 -6.00700 -0.50287 0.00 -0.01 0.00
H 0.74670 -5.98294 1.01727 0.01 -0.01 0.00
H -0.39044 -4.54109 2.57569 0.04 -0.05 0.01
H 1.28899 -4.09608 4.23170 0.00 0.00 0.01
H 2.05596 -2.04036 5.85321 -0.02 -0.01 0.01
H -0.64332 1.39650 4.32249 0.00 0.00 0.00
H 0.15201 2.18965 5.69378 0.01 0.01 0.00
H -0.67159 0.64062 5.92208 0.01 0.00 0.01
H 1.58994 1.33315 2.95072 0.00 0.02 -0.01
H 3.04734 0.73908 3.74780 0.01 0.00 0.00
H 2.31460 2.26232 4.28806 0.01 0.01 0.01
H 1.48888 -0.17499 6.98872 -0.01 0.01 0.00
H 2.19281 1.39578 6.61555 0.01 0.00 0.00
H 3.01436 -0.06514 6.07897 0.00 -0.01 0.00
H -2.46793 -2.58953 2.88603 0.00 0.00 0.00
H -4.38080 -2.06695 1.04010 -0.02 -0.05 0.01
H -3.18390 -0.26372 -1.59022 -0.03 0.00 -0.01
H -3.35246 -0.93606 -3.22367 -0.03 0.01 0.01
H -1.85287 -1.20326 -2.31349 -0.02 0.01 0.00
H -5.21314 -1.29487 -0.76134 0.02 -0.01 0.03
H -5.43989 -3.05654 -0.82433 -0.01 -0.01 -0.02
H -5.53613 -2.08505 -2.29552 0.00 0.01 0.00
H -2.41644 -3.61455 -3.06137 0.01 0.00 0.01
H -4.14216 -3.40305 -3.41592 0.00 -0.02 -0.01
H -3.61653 -4.50753 -2.13300 -0.02 0.00 0.01
C -0.76574 1.40479 -0.51451 0.08 -0.26 -0.27
H -0.24999 2.01428 -1.25884 -0.09 0.02 -0.04
H -1.70288 1.06011 -0.94651 -0.03 -0.04 0.09
I -3.09699 3.81184 3.96317 -0.01 0.00 0.05
C -1.85663 3.28370 2.41774 -0.04 0.06 -0.04
C -0.58660 3.73127 2.17118 0.07 0.12 -0.10
N -0.16685 3.16839 1.01351 -0.09 -0.45 0.38
N -1.11343 2.32252 0.56972 0.14 0.12 0.11
C -2.14699 2.37511 1.38673 -0.06 0.08 -0.18
H 0.03050 4.43531 2.70163 0.02 -0.04 0.04
H 0.78447 2.90402 0.77373 0.04 0.23 -0.21
H -3.02661 1.78314 1.20084 0.00 -0.02 0.00
N 1.02669 -0.17511 -1.81375 -0.91 -0.19 -0.47
C 1.40493 0.61066 -2.71646 0.65 0.11 0.41
C 2.26029 1.84379 -2.50765 -0.17 0.15 0.07
C 2.62811 2.23146 -1.21563 0.08 0.00 -0.11
C 3.44415 3.32954 -1.00318 -0.02 0.02 0.00
C 3.91460 4.07137 -2.08036 0.00 0.04 0.00
C 3.55049 3.70585 -3.36638 0.01 0.01 0.01
C 2.72938 2.60579 -3.57870 -0.08 0.00 0.07
C 1.03327 0.29440 -4.14081 0.08 -0.11 -0.07
C -0.26814 0.53913 -4.56502 0.03 0.03 0.00
C -0.65553 0.25115 -5.86554 -0.01 -0.02 0.00
C 0.25777 -0.29209 -6.75790 0.00 0.02 -0.02
C 1.55675 -0.54730 -6.34062 0.01 -0.02 -0.01
C 1.94160 -0.25236 -5.04076 0.01 -0.03 0.02
H 2.28088 1.62580 -0.38391 0.07 -0.06 0.01
H 3.72942 3.60346 0.00648 0.02 -0.01 0.01
H 4.56297 4.92282 -1.91666 -0.01 0.01 0.00
H 3.90489 4.28010 -4.21335 0.01 0.00 0.00
H 2.44528 2.34292 -4.58850 0.01 -0.02 -0.02
H -0.98070 0.95924 -3.86422 -0.01 -0.02 0.02
H -1.67325 0.44453 -6.18180 0.00 0.01 0.00
H -0.04015 -0.51377 -7.77475 -0.01 -0.02 0.01
H 2.27164 -0.97887 -7.03017 0.00 -0.01 0.00
H 2.95449 -0.45921 -4.71352 0.01 0.02 -0.01

---

No. 3
92
Properties=species:S:1:pos:R:3:forces:R:3 method="wB97M-V/def2-TZVPD" charge=-1 lumo_ev="2.10 / 2.10" multiplicity=5 orbital_gap_ev="2.88 / 4.79" s2=6.1103 homo_ev="-0.78 / -2.69" relative_energy_ev=0.277
C -4.13854 -2.42656 1.42666 0.00 -0.15 0.03
C -3.70995 -1.25837 0.53730 -0.02 0.16 -0.32
C -4.56245 -0.02785 0.84370 0.00 0.13 0.04
C -3.81960 -1.64232 -0.93586 -0.05 0.15 0.41
C -5.07966 -1.83445 -1.49874 -0.03 -0.14 -0.34
C -5.20683 -2.31780 -2.80183 0.06 0.04 0.16
C -4.06268 -2.59908 -3.54567 -0.20 0.17 0.21
C -2.79528 -2.35008 -3.02123 0.14 -0.07 -0.30
C -1.59878 -2.63103 -3.92940 -0.09 0.31 0.45
C -1.75559 -1.90326 -5.26845 -0.01 0.10 -0.03
C -1.39898 -4.13373 -4.12638 0.01 -0.19 -0.01
C -2.67596 -1.85917 -1.70824 0.32 -0.32 0.19
N -1.37661 -1.73676 -1.06821 -1.26 0.80 -0.60
P -0.42929 -0.27629 -0.99917 0.06 -0.23 0.48
H -0.58831 0.22028 0.47946 0.31 -1.05 -1.17
N 0.97763 -1.30420 -1.02060 0.89 1.14 -0.51
C 2.30836 -0.93181 -1.47477 -0.02 -0.32 0.08
C 3.18831 -0.36778 -0.55081 -0.18 0.13 0.45
C 2.73646 -0.04854 0.86592 0.16 -0.07 -0.39
C 2.94246 1.43562 1.10395 0.09 0.23 0.30
C 3.48910 -0.88595 1.90457 0.04 -0.12 0.06
C 4.49023 -0.04135 -0.92787 0.12 -0.01 -0.41
C 4.93374 -0.29168 -2.22516 -0.10 -0.14 0.24
C 4.08256 -0.93510 -3.12119 0.07 0.18 0.19
C 2.77286 -1.25448 -2.76327 -0.13 -0.11 -0.30
C 1.91614 -1.95009 -3.81731 -0.08 0.32 0.38
C 2.36851 -3.39791 -4.00796 0.08 -0.17 0.00
C 1.94692 -1.17069 -5.13535 -0.04 0.08 -0.06
C 0.69085 -2.65320 -0.89988 -0.77 -0.80 0.04
C -0.63000 -2.89681 -0.92615 1.03 -0.55 0.04
H -3.58177 -3.34288 1.19567 -0.05 0.17 0.04
H -3.98312 -2.18557 2.48473 -0.04 -0.02 -0.17
H -5.20540 -2.63317 1.27291 0.14 -0.03 0.07
H -2.66293 -1.02061 0.74219 -0.13 -0.05 0.06
H -4.30840 0.81112 0.18414 -0.02 -0.13 0.18
H -5.62330 -0.26220 0.69760 0.10 0.13 0.11
H -4.41648 0.28476 1.88429 -0.07 -0.01 -0.20
H -5.96342 -1.62131 -0.89318 0.21 -0.14 -0.28
H -6.19580 -2.47688 -3.23138 0.22 0.00 0.10
H -4.13515 -3.00033 -4.56029 -0.12 0.16 0.36
H -0.71749 -2.22213 -3.42614 -0.38 -0.15 -0.09
H -1.99170 -0.84333 -5.10581 0.08 -0.22 -0.06
H -0.83109 -1.96389 -5.85434 -0.22 -0.05 0.08
H -2.56822 -2.34391 -5.85979 0.19 0.10 0.04
H -1.30851 -4.65056 -3.16180 0.00 0.11 -0.25
H -2.25759 -4.56155 -4.66231 0.16 0.04 0.10
H -0.49432 -4.34551 -4.71244 -0.21 0.09 0.10
H 1.66854 -0.26717 0.94974 0.16 -0.04 0.05
H 2.24640 2.03351 0.50410 0.07 -0.03 0.11
H 2.78620 1.65587 2.15891 0.05 0.15 -0.22
H 3.96123 1.75029 0.84460 -0.21 -0.04 0.10
H 3.46190 -1.95522 1.66041 0.00 0.15 0.00
H 4.53950 -0.57252 1.95016 -0.13 -0.09 0.05
H 3.05011 -0.75907 2.90286 0.11 0.11 -0.23
H 5.14597 0.43188 -0.19250 -0.16 -0.19 -0.34
H 5.93705 0.00708 -2.52843 -0.19 -0.16 0.07
H 4.42260 -1.18970 -4.12800 0.00 0.16 0.36
H 0.88779 -1.94756 -3.44376 0.42 0.00 -0.09
H 2.35741 -3.94381 -3.05482 0.00 0.11 -0.25
H 1.72126 -3.93290 -4.71550 0.13 0.14 0.11
H 3.39499 -3.42249 -4.40021 -0.19 -0.03 0.08
H 1.70500 -0.11338 -4.96510 0.02 -0.23 -0.06
H 2.94298 -1.21677 -5.59299 -0.23 0.00 0.00
H 1.22247 -1.58016 -5.84847 0.19 0.04 0.08
H 1.49250 -3.37986 -0.86835 -0.09 0.14 0.18
H -1.11885 -3.86231 -0.93570 0.03 0.15 0.19
C -2.08887 3.09536 2.41035 -0.09 -0.21 -0.52
C -1.50652 2.98166 3.75523 -0.43 0.21 1.23
C -0.98766 4.11820 4.40518 -0.74 1.85 0.20
C -0.62888 4.30937 5.83020 -1.92 0.44 -0.04
C 0.14147 5.52101 5.96700 -1.24 1.32 0.06
C 0.31812 6.10655 4.64211 -1.42 1.20 0.71
C -0.36456 5.27556 3.68898 -1.99 0.39 0.11
Fe 0.96265 4.22899 4.70848 0.28 0.39 0.58
C 1.50370 2.57695 3.78427 1.48 -1.06 -0.71
C 1.68194 2.44672 5.20755 1.34 -1.31 -0.13
C 2.57812 3.49408 5.64141 1.41 -0.93 0.06
C 2.93584 4.29488 4.49293 1.61 -0.75 -0.46
C 2.25787 3.74762 3.33721 1.58 -1.58 -0.59
H -2.87322 2.34206 2.27368 0.07 0.07 -0.21
H -2.52193 4.09066 2.23233 0.05 -0.17 0.04
H -1.32338 2.93934 1.63825 -0.07 -0.02 -0.29
H -1.66369 2.08023 4.34469 -0.04 0.09 -0.11
H -0.98864 3.66133 6.62125 0.20 0.11 -0.06
H 0.47953 5.94957 6.90817 0.00 -0.15 -0.32
H 0.83392 7.03653 4.40594 -0.14 -0.31 0.18
H -0.49284 5.45048 2.62329 0.26 -0.01 0.27
H 0.93919 1.89380 3.14854 0.05 0.41 0.31
H 1.23045 1.66946 5.82696 0.21 0.38 -0.19
H 2.97544 3.60175 6.65138 -0.26 0.13 -0.36
H 3.65641 5.11450 4.47133 -0.40 -0.24 0.09
H 2.34957 4.08599 2.30422 -0.06 -0.07 0.45

---

| no. | molecular weight (g mol⁻¹) |
| --- | --- |
| 1 | 552.799 |
| 2 | 1060.868 |
| 3 | 621.651 |